# C41H66BBrCl48F5N3O3

A 25-piece molecular cluster, C41H66BBrCl48F5N3O3 overall in a non-equilibrium geometry (the ωB97M-V functional and the def2-TZVPD basis, the OMol25 dataset).

Output
Maximum force (Eh/bohr): 0.072
Total charge: 0
Relative energy (zero: lowest compared OMol25 entry of this formula, charge and spin) (kJ/mol): 138.7
Electronic energy (eV): -739584.122

Last column: Löwdin charge in e.
Positions of all 168 atoms, in Å:
Br -0.39707 -4.12039 -2.03606  0.714
Cl -10.94281 6.43457 4.14352  0.527
Cl 4.26768 -5.28230 -3.86139  0.552
Cl -1.70316 0.48274 -3.03484  0.588
Cl 1.44647 1.43375 -4.05910  0.582
Cl -4.62274 -2.39890 -1.94563  0.520
Cl -0.95481 -6.96558 -0.38853  0.519
Cl 7.56984 -10.89689 3.87973  0.521
Cl -5.86454 -1.88940 -4.54076  0.500
Cl 0.21364 -7.55708 2.21960  0.494
Cl -9.20562 2.79673 -7.28987  0.532
Cl -8.01065 0.13909 -7.02736  0.502
Cl 6.92938 2.98408 1.31171  0.596
Cl -9.99444 0.67295 6.09828  0.510
Cl 5.64748 -8.91000 0.56479  0.502
Cl -13.69699 3.58370 7.23608  0.513
Cl -2.20044 2.67854 8.30704  0.504
Cl 9.96524 -1.84694 -7.51941  0.560
Cl -7.65562 7.17847 0.72731  0.509
Cl 2.60822 1.74913 -6.72015  0.520
Cl -8.12017 1.64230 0.55806  0.491
Cl -9.85137 3.74039 4.44023  0.512
Cl 5.36396 -10.24868 5.67744  0.517
Cl 7.81666 -5.22989 -5.56682  0.556
Cl 3.33776 -3.44860 -5.93937  0.536
Cl 11.15764 4.62746 2.34567  0.496
Cl 12.63959 3.46868 0.11194  0.495
Cl 11.05277 -0.05777 -5.47614  0.528
Cl -6.11263 4.59726 -3.81410  0.537
Cl -7.77049 0.06371 4.31125  0.509
Cl 9.51981 -0.42372 -1.84842  0.547
Cl 3.43968 -8.26276 2.36175  0.488
Cl 2.35332 4.83161 4.33050  0.503
Cl -6.79494 4.57356 1.73028  0.537
Cl 10.20419 -3.08294 -2.84437  0.524
Cl 8.21106 3.24693 -1.29927  0.524
Cl -5.91197 1.05073 -1.25201  0.542
Cl -6.41256 -0.87817 8.73104  0.539
Cl -2.93568 -1.16834 -5.09880  0.489
Cl -5.56227 1.97753 -4.97881  0.557
Cl -1.80946 3.27884 4.61176  0.538
Cl 6.91072 -3.40478 -7.67119  0.534
Cl -11.42491 4.16209 8.97600  0.511
Cl -0.11185 4.56413 7.52584  0.505
Cl -2.22484 0.53040 5.49512  0.477
Cl -8.38877 8.91151 -4.71874  0.496
Cl -4.21446 -1.48013 6.91397  0.492
Cl 1.12865 5.30148 1.72289  0.573
Cl -6.12909 9.51127 -2.97081  0.498
F 6.00708 -0.40237 -1.02713  0.094
F 4.51567 -1.26532 -4.13854  0.104
F 6.48956 -0.45896 -3.77459  0.124
F 5.96115 -2.37125 -2.82377  0.148
F 4.87858 0.97027 -2.45102  0.127
O 0.83444 0.75815 2.09829  0.168
O 4.56599 1.46243 1.09042  0.047
O -0.61319 -3.18448 0.99758  0.136
N -2.93716 0.80507 1.42612  0.113
N 2.80086 2.69147 -0.11040  -0.054
N -0.46297 -0.83355 1.09245  0.013
C 3.68619 -0.81069 -1.31207  -0.003
C 1.22361 -1.90157 -0.11247  0.000
C -12.16098 2.98663 7.88127  -1.044
C 0.83452 5.00368 3.43805  -1.032
C -1.33950 -0.46032 -0.05803  -0.152
C 1.49044 -4.10185 -1.48106  -0.606
C -1.75738 4.38282 8.14579  -1.015
C 2.05746 0.60072 -5.49517  -0.989
C -6.83661 8.34219 -4.09198  -1.046
C 4.98442 -0.30044 -1.95510  -0.328
C 7.64392 2.12262 -0.05532  -1.007
C -3.15654 0.19513 -3.99776  -1.060
C 2.97869 -0.00697 -0.31475  0.063
C -11.32222 4.71781 4.33331  -0.999
C 4.60242 -4.58272 -5.45356  -1.068
C 7.11636 -10.41319 5.51869  -1.014
C 3.18154 -4.72185 0.43244  -0.084
C -6.14658 -2.20161 -2.82534  -0.995
C -8.23576 0.56820 5.93708  -1.030
C 11.27377 4.48620 0.58727  -1.035
C 8.95056 -1.84262 -2.73600  -1.048
C 3.15933 -2.12368 -1.66263  0.073
C -9.51446 1.06317 -7.12234  -1.007
C -7.69547 6.05246 2.08955  -1.025
C -2.44808 0.57424 0.28500  -0.225
C 5.47878 -1.17371 -3.18321  -0.481
C 0.75600 -0.06381 1.25141  -0.330
C 1.95540 -2.67745 -1.08052  -0.174
C -6.36324 1.54309 0.38703  -1.026
C -6.77223 3.24248 -4.74015  -1.018
C 1.77805 -5.04205 -0.23923  -0.278
C 3.62396 3.80270 0.46146  -0.151
C 5.19339 -8.42667 2.20389  -1.031
C -4.65686 -0.97191 8.54597  -0.996
C -0.06666 -2.18811 0.70996  -0.390
C 1.78275 -0.58853 0.21498  0.016
C 9.66188 -0.43654 -6.49426  -0.989
C 8.17302 -4.53328 -7.15562  -1.003
C -1.03191 1.73688 5.00863  -0.998
C -1.28296 -7.28002 1.31848  -0.988
C 2.76885 2.95354 -1.57425  -0.118
B 3.45285 1.43302 0.21038  -0.538
H 11.40826 5.47650 0.16296  0.028
H -1.79465 -6.42074 1.74224  0.030
H -4.23154 0.00912 8.73780  0.014
H -7.25061 6.53244 2.95586  0.030
H 6.89437 1.46707 -0.48993  -0.011
H -0.33499 1.89417 5.82782  0.012
H 3.18029 4.77605 0.14433  0.052
H 9.11867 -3.99813 -7.09584  -0.064
H -2.44782 4.86081 7.45711  0.021
H -5.97791 0.81338 1.09332  0.023
H 2.89058 -0.03138 -5.20595  -0.006
H 2.19994 2.16803 -2.13753  -0.029
H 7.46382 -11.16789 6.21755  0.025
H -6.73021 -3.11133 -2.72174  0.029
H -1.81936 4.85594 9.12108  0.025
H -3.37475 1.08808 -4.57832  -0.047
H -2.88369 1.13382 -0.57952  0.068
H 9.44694 0.41763 -7.12891  0.032
H 4.42003 0.69793 1.67304  0.118
H 0.27515 5.83719 3.85235  0.026
H -7.61550 2.82406 -4.19834  0.030
H 5.54551 -4.05429 -5.41197  -0.081
H 3.37884 -5.56865 1.14038  0.044
H -10.07982 0.72511 -7.98535  0.025
H -4.26394 -1.69105 9.25810  0.029
H 3.59625 3.79698 1.57370  0.067
H 2.30136 3.95100 -1.78609  0.100
H -1.83484 -1.38792 -0.43941  0.120
H 8.80835 -0.64623 -5.85586  0.009
H -6.15421 8.19397 -4.92335  0.025
H -3.98470 -0.02236 -3.32938  -0.054
H 1.79335 -6.11297 -0.53079  0.087
H -6.99169 7.40243 -3.56916  -0.016
H 4.65952 -5.38334 -6.18436  0.026
H 1.02286 -4.89322 0.56332  0.071
H 8.48662 1.53666 0.29928  0.014
H -11.90016 4.38882 3.47501  0.034
H 1.26020 -0.00656 -5.91445  0.032
H -11.48016 2.80145 7.05449  -0.047
H -0.68327 -0.07477 -0.87583  0.064
H -1.91094 -8.16205 1.40011  0.025
H 4.67342 3.79695 0.08029  0.059
H 10.35835 4.04226 0.20952  -0.038
H 5.65760 -7.47105 2.42993  0.030
H -5.93198 2.51623 0.59192  -0.040
H -6.69104 -1.36252 -2.40213  -0.016
H 5.54154 -9.18159 2.90438  -0.049
H -10.08819 0.89481 -6.21598  0.028
H -8.72782 5.79180 2.30100  -0.025
H 2.14937 -4.44183 -2.31170  0.047
H -12.34170 2.06401 8.42431  0.027
H -7.09882 3.60334 -5.70870  -0.022
H -0.49889 1.37605 4.13246  0.003
H 8.08916 -2.25734 -2.22064  0.009
H 3.67406 -2.78269 -2.39560  0.088
H -7.85780 -0.15479 6.65207  -0.046
H -7.80593 1.54543 6.13836  0.028
H 4.01760 -4.73278 -0.30587  0.078
H 0.26127 4.08840 3.53898  -0.056
H -2.44974 0.19274 2.09624  0.044
H 3.13902 -3.79772 1.04790  0.077
H -11.90185 4.58457 5.24215  -0.021
H 8.66940 -1.53860 -3.73972  -0.009
H 7.58162 -9.45853 5.74470  0.027
H 8.24336 -5.33588 -7.88415  0.033
H 3.81575 3.03802 -1.97602  0.094

# C3H10N5

An isolated ion of composition C3H10N5 and charge +1 in a non-equilibrium geometry (the ωB97M-V functional and the def2-TZVPD basis, the OMol25 dataset).

Output
Maximum force (Eh/bohr): 0.087
Total charge: +1
Relative energy (zero: lowest compared OMol25 entry of this formula, charge and spin) (kJ/mol): 137.7
Electronic energy (eV): -10715.995
SMILES string: [H]/N=C(/N)N/[NH+]=C(\C)N

Last column: Löwdin charge in e.
Positions of all 18 atoms, in Å:
N 0.59844 -0.45757 -0.88123  0.009
N 1.59462 1.16749 -2.02395  0.138
N -1.38357 -1.11224 1.92692  0.195
N 0.15254 -1.06891 0.19397  0.051
N 1.95268 1.07399 0.25106  0.196
C -0.94127 -0.61734 0.79221  -0.310
C -1.81979 0.45769 0.19319  0.029
C 1.44871 0.70389 -0.80382  -0.591
H 1.89638 0.41583 -2.66069  0.124
H -1.02339 -1.94576 2.41069  0.151
H -1.34648 1.55514 0.31357  0.163
H -2.75055 0.42940 0.69226  0.066
H -2.00644 0.25894 -0.86090  0.100
H -1.98217 -0.55509 2.56685  0.163
H 0.57026 -1.92361 0.56023  0.190
H 2.19710 2.00725 -2.09551  0.142
H 1.90459 0.65592 1.09641  0.011
H 0.93835 -1.04502 -1.67125  0.173

# C22H49ErN2P3S2

C22H49ErN2P3S2 as an isolated structure in a non-equilibrium geometry (the ωB97M-V functional and the def2-TZVPD basis, the OMol25 dataset).

Output
Maximum force (Eh/bohr): 0.036
Total charge: +3
Electronic energy (eV): -103718.428
Multiplicity: 4

Last column: Löwdin charge in e.
Positions of all 79 atoms, in Å:
Er 2.41332 -1.70103 -0.20508  0.893
S 0.17351 -1.26432 1.30864  0.593
S -1.07964 -1.94727 -1.62018  0.714
P 3.38520 0.78145 -0.38794  0.728
P -3.09486 -1.15960 -0.89954  0.753
P -1.40873 2.51674 0.07638  0.934
N 1.72654 -1.71713 3.39513  -0.178
N -0.09979 -0.35610 3.89811  -0.206
C -0.04358 2.26138 1.25889  -0.209
C -2.12436 -1.38809 -5.54776  -0.031
C -1.01996 -0.03817 -3.35628  -0.202
C -3.95134 -2.60290 -1.50470  -0.252
C -1.42932 0.67102 -4.46511  -0.078
C 5.14678 0.53742 -0.86803  -0.234
C -1.66852 -2.13669 -4.45566  -0.043
C 2.51261 -2.50277 2.42144  -0.117
C 0.55871 0.63453 4.79788  -0.013
C 0.66562 -0.99837 2.96636  -0.643
C 3.29979 -2.77519 -2.10682  -0.319
C -3.75509 -0.96749 0.80314  -0.169
C -1.22457 -1.42225 -3.30623  -0.599
C 1.77087 -2.18731 4.77199  -0.001
C -1.52824 -0.13374 3.69453  -0.054
C -2.93224 2.67140 1.04931  -0.190
C -3.80170 0.16381 -1.95416  -0.178
C 3.10733 2.46053 -1.03049  -0.261
C 2.73191 -1.49487 -2.47370  -0.420
C 3.62978 1.22245 1.38285  -0.295
C -2.03692 0.01941 -5.53682  -0.028
C -1.00387 3.98562 -0.85803  -0.174
H 2.85606 3.18169 -0.24233  0.042
H -0.68731 0.49535 -2.46281  0.070
H -1.20066 4.89972 -0.27851  0.094
H 4.27921 0.49419 1.89495  0.049
H -1.95424 -1.05795 3.29570  0.074
H 1.53832 -3.26252 4.81539  0.124
H -1.71163 0.72394 3.01931  0.064
H -3.76270 2.82451 0.35469  0.066
H 0.91936 2.49829 0.79015  0.034
H 3.97963 2.85896 -1.56878  0.067
H 3.07598 -1.76408 1.76174  0.022
H -0.00167 1.20940 1.54766  -0.040
H -2.89300 3.53252 1.73385  0.089
H -3.14009 1.76808 1.64135  0.034
H -2.51234 -1.87728 -6.46340  0.138
H 0.06001 3.94991 -1.14607  0.066
H 1.64328 0.46167 4.89127  0.104
H -1.54537 1.31821 -0.72165  0.025
H 2.76474 -1.99517 5.19290  0.120
H -1.96618 0.05549 4.68627  0.119
H 5.64784 1.49229 -1.05912  0.064
H 1.79453 -1.45328 -3.01064  0.016
H -3.43051 -3.54340 -1.22429  0.079
H 5.19617 -0.07245 -1.77752  0.043
H -4.96778 -2.57334 -1.07460  0.079
H 4.08428 2.22259 1.46655  0.064
H 5.69240 0.00671 -0.08376  0.054
H -2.98098 -1.01957 1.57583  0.005
H -1.30267 1.74109 -4.41357  0.112
H 2.66815 1.23775 1.90902  0.008
H -2.46310 0.57843 -6.39360  0.137
H 3.31242 -2.96415 2.98043  0.114
H 0.10433 0.53083 5.78916  0.109
H 3.43180 -0.71866 -2.79132  0.019
H 1.90855 -3.29744 1.93433  0.100
H -3.50610 -0.00051 -2.98745  0.046
H 4.31389 -3.01312 -2.35013  0.029
H -1.61779 3.99275 -1.76647  0.072
H 2.62993 -3.66604 -2.15986  0.031
H 2.27811 2.46680 -1.73875  0.027
H 1.01282 -1.65653 5.35013  0.088
H -1.60356 -3.23255 -4.51075  0.134
H 0.40143 1.67122 4.45251  0.095
H -4.88917 0.11186 -1.90093  0.088
H -4.45161 -1.79474 0.96899  0.074
H -0.12818 2.86086 2.17032  0.081
H -3.48384 1.16396 -1.63989  0.028
H -3.99289 -2.49170 -2.59158  0.063
H -4.31902 -0.02702 0.88717  0.062

# C35H29N3O4

The molecule C35H29N3O4 (the ωB97M-V functional and the def2-TZVPD basis, the OMol25 dataset).

Output
Maximum force (Eh/bohr): 0.009
Total charge: 0
Electronic energy (eV): -49429.290
SMILES string: Cc1cccc([C@@H]2[C@@H]3C(=O)N(Cc4ccccc4)C(=O)[C@@H]3[C@]3(Cc4ccccc4)C(=O)N(c4ccccc4)C(=O)N23)c1

Last column: Löwdin charge in e.
Positions of all 71 atoms, in Å:
O 2.07667 -2.20207 0.27303  0.140
O -0.49894 3.06008 -1.39612  0.146
O 2.20393 1.90464 -1.60711  0.136
O -0.72947 -0.34036 1.63031  0.151
N -1.10945 -0.28850 -0.65755  0.088
N -0.56716 1.60720 0.39300  0.151
N 2.20953 -0.02314 -0.38276  0.083
C -4.74711 2.53570 -1.37334  -0.072
C -3.52265 2.31785 -1.97996  -0.033
C 5.26669 1.05802 -0.66797  -0.036
C 7.12417 -0.43841 -0.92354  -0.092
C 6.45478 -1.39502 -0.17895  -0.080
C -3.89737 -0.04466 -1.88072  -0.046
C 1.72515 -1.31379 -0.45091  -0.357
C -0.69833 0.63771 -1.69416  -0.253
C -2.12380 -2.64512 0.68708  0.001
C -0.78843 3.29779 3.66480  -0.073
C -0.22329 -3.88260 -0.08714  -0.037
C -0.55270 -4.90608 0.78329  -0.064
C -3.08498 1.02471 -2.23583  -0.216
C -0.56037 1.95606 -0.93261  -0.370
C 0.93172 4.33891 2.35779  -0.072
C 5.19363 -1.12677 0.32355  -0.036
C -1.72084 0.78280 -2.82787  -0.042
C 0.20085 4.25733 3.53137  -0.089
C -5.12136 0.17330 -1.27388  -0.080
C -0.78801 0.22664 0.57534  -0.413
C 0.68544 0.06324 -2.15040  -0.029
C -3.65335 -3.52326 2.45681  -0.046
C 0.72436 -1.37235 -1.59874  -0.060
C 6.52778 0.78689 -1.16916  -0.080
C 3.20638 0.38299 0.59772  -0.052
C -0.72162 -1.62227 -1.09758  -0.146
C 0.68218 3.46190 1.31800  -0.008
C -0.31597 2.50602 1.45856  -0.170
C -0.99574 -2.73022 -0.11726  -0.156
C 4.59600 0.10423 0.08640  -0.198
C -1.05644 2.42084 2.62893  -0.004
C -2.45648 -3.66456 1.56730  -0.263
C 1.78790 0.79650 -1.40117  -0.376
C -1.65370 -4.79613 1.61232  -0.046
C -5.54748 1.46447 -1.01504  -0.090
H -5.74242 -0.66785 -1.00260  0.102
H -5.07560 3.54581 -1.17897  0.104
H -1.33420 -1.82624 -1.99010  0.157
H 4.66457 -1.87336 0.89694  0.109
H -4.49935 -3.11846 1.90477  0.077
H -1.36041 3.23265 4.57807  0.104
H 8.10908 -0.64846 -1.31399  0.100
H 0.40222 4.94195 4.34161  0.101
H -2.75006 -1.76666 0.63586  0.119
H 0.81630 0.15825 -3.22758  0.168
H 0.05806 -5.79598 0.81319  0.104
H 7.04524 1.53362 -1.75302  0.102
H -6.50160 1.63514 -0.53892  0.101
H 6.91571 -2.35298 0.01132  0.102
H -1.72562 -0.11494 -3.44881  0.127
H -1.89621 -5.59803 2.29482  0.108
H -2.89831 3.15589 -2.25112  0.112
H -3.93650 -4.48041 2.88750  0.074
H 0.63742 -3.98579 -0.72723  0.108
H -3.57713 -1.05695 -2.08147  0.108
H -1.82463 1.67074 2.72629  0.116
H 3.00211 -0.18481 1.50836  0.140
H 1.24542 3.52142 0.39945  0.110
H 3.06428 1.45107 0.77827  0.129
H -3.42539 -2.83392 3.26941  0.085
H 1.70395 5.08564 2.25040  0.105
H 1.03905 -2.12189 -2.32528  0.166
H 4.79489 2.00878 -0.86698  0.109
H -1.41302 1.63518 -3.43596  0.137

# C4H9N2O2S

A 2-piece molecular cluster, C4H9N2O2S overall in a non-equilibrium geometry (the ωB97M-V functional and the def2-TZVPD basis, the OMol25 dataset).

Output
Maximum force (Eh/bohr): 0.102
Total charge: -1
Relative energy (zero: lowest compared OMol25 entry of this formula, charge and spin) (kJ/mol): 0.1
Electronic energy (eV): -22201.625

Last column: Löwdin charge in e.
Positions of all 18 atoms, in Å:
S 0.99270 1.43658 0.84550  0.592
O -0.61553 -0.83623 1.56643  -0.001
O -1.97085 -1.70504 0.10076  0.073
N 1.87464 -1.11478 -0.84527  -0.045
N 0.27063 0.93343 -0.55724  -0.464
C -0.96723 0.28186 -0.64782  -0.448
C -2.07965 1.49363 -0.60372  -0.045
C 2.56884 -1.02499 0.21970  -0.451
C -1.21479 -0.79789 0.32340  -0.547
H -2.94427 1.30224 -1.40970  0.095
H 3.62280 -0.55190 0.19122  0.076
H 0.04158 -0.05927 1.56653  -0.058
H 2.07746 -0.07406 0.88182  -0.060
H 0.92870 -1.40679 -0.60680  0.007
H -2.56164 1.51423 0.38449  0.053
H 2.65114 -1.83604 0.95774  0.069
H -1.70803 2.53473 -0.77774  0.060
H -0.96652 -0.08971 -1.58931  0.093